[1]
C43H36Cl2N3O2PS2SiTi as an isolated structure, computed with wB97M-V/def2-TZVPD.

The geometry in XYZ format:
```
91
Properties=species:S:1:pos:R:3:forces:R:3
Ti 0.050 0.913 0.655 -0.414 0.463 0.243
C 0.706 3.260 -0.902 0.236 -0.325 -0.110
Si 0.077 3.951 0.721 0.028 -0.017 0.128
C -1.461 4.995 0.533 -0.026 0.009 0.010
C 1.459 4.970 1.455 0.073 0.067 -0.106
N -0.119 2.510 1.733 -0.220 -0.054 0.176
C -0.197 2.629 3.127 0.073 -0.076 -0.274
C -0.656 3.756 3.812 -0.028 -0.019 0.002
C -0.697 3.773 5.200 -0.025 0.073 -0.054
C -0.295 2.670 5.936 -0.003 -0.052 0.007
C 0.141 1.528 5.277 0.004 0.025 -0.011
C 0.180 1.537 3.899 0.039 -0.173 0.003
O 0.546 0.419 3.149 0.131 -0.082 -0.110
C 1.546 -0.395 3.689 -0.118 -0.001 0.098
C 1.236 -1.705 4.003 -0.009 -0.059 0.036
C 2.220 -2.520 4.551 0.017 0.036 -0.027
C 3.494 -2.020 4.780 -0.030 0.025 -0.028
C 3.789 -0.702 4.447 0.019 -0.012 0.012
C 2.815 0.118 3.897 0.054 0.056 -0.018
H 0.049 3.449 -1.750 -0.015 0.126 0.050
H 0.816 2.163 -0.994 0.017 0.075 -0.056
H 1.713 3.634 -1.109 -0.043 0.064 0.011
H -1.650 5.199 -0.522 -0.001 0.007 0.028
H -1.353 5.951 1.054 -0.016 -0.032 -0.016
H -2.338 4.479 0.923 -0.001 0.005 -0.009
H 1.700 5.776 0.752 0.013 -0.010 0.068
H 2.360 4.364 1.585 -0.031 0.010 0.006
H 1.207 5.425 2.412 -0.004 0.002 0.016
H -1.001 4.616 3.255 0.010 0.028 -0.020
H -1.056 4.658 5.709 0.002 0.004 -0.017
H -0.338 2.687 7.017 0.013 -0.005 -0.010
H 0.446 0.646 5.823 0.003 -0.005 0.019
H 0.233 -2.076 3.840 0.002 0.007 0.000
H 1.982 -3.544 4.806 0.004 0.008 -0.007
H 4.256 -2.652 5.215 -0.010 0.008 -0.007
H 4.783 -0.308 4.616 -0.015 -0.005 0.004
H 3.025 1.149 3.638 -0.003 -0.012 -0.001
S -2.081 1.641 -0.235 0.171 -0.206 0.038
C -2.905 0.871 -1.605 0.100 0.029 -0.089
C -4.220 0.469 -1.391 -0.042 0.002 0.085
C -5.009 -0.054 -2.405 -0.168 -0.093 0.061
C -6.347 -0.494 -2.112 0.141 0.125 -0.079
N -7.417 -0.829 -1.857 0.031 -0.032 0.020
C -4.466 -0.138 -3.694 -0.039 -0.053 -0.201
C -3.173 0.291 -3.923 -0.043 0.066 -0.036
C -2.341 0.787 -2.902 -0.047 -0.033 0.111
S -0.701 1.171 -3.265 -0.036 0.027 0.018
C -5.226 -0.703 -4.782 0.028 0.093 0.207
N -5.830 -1.167 -5.642 0.054 -0.015 -0.030
H -4.659 0.579 -0.407 0.025 0.007 -0.010
H -2.767 0.231 -4.924 -0.004 0.001 0.007
O 2.169 0.766 0.757 0.031 0.086 -0.111
C 1.629 -0.337 0.729 -0.002 -0.030 -0.238
C 2.164 -1.660 0.422 0.019 0.121 0.240
C 3.183 -2.325 1.100 -0.074 0.016 -0.019
C 3.521 -3.595 0.671 -0.033 -0.021 -0.044
C 2.871 -4.162 -0.427 0.038 0.005 0.032
C 1.892 -3.463 -1.115 -0.005 -0.004 0.006
C 1.517 -2.194 -0.685 -0.013 -0.143 -0.137
P 0.478 -0.933 -1.603 0.024 -0.234 0.177
C 1.732 -0.652 -2.900 0.076 0.120 0.062
C 1.945 -1.534 -3.956 0.016 -0.023 0.025
C 2.959 -1.293 -4.872 -0.020 0.002 0.013
C 3.782 -0.184 -4.734 -0.018 -0.007 0.013
C 3.591 0.683 -3.668 -0.053 -0.022 0.047
C 2.571 0.451 -2.757 0.023 -0.010 -0.071
C -0.816 -2.063 -2.220 -0.081 -0.011 -0.033
C -1.381 -2.952 -1.302 -0.014 -0.029 -0.086
C -2.417 -3.795 -1.679 0.065 0.008 0.010
C -2.884 -3.777 -2.986 -0.002 0.002 -0.007
C -2.312 -2.915 -3.909 0.056 0.022 0.001
C -1.292 -2.053 -3.529 0.027 -0.051 0.059
H 3.666 -1.863 1.950 0.009 -0.022 0.007
H 4.292 -4.152 1.187 -0.002 0.011 -0.004
H 3.149 -5.156 -0.755 -0.011 0.019 0.013
H 1.421 -3.905 -1.985 -0.002 0.008 0.019
H 1.322 -2.411 -4.072 -0.031 0.004 -0.010
H 3.106 -1.977 -5.698 -0.007 -0.003 0.006
H 4.570 0.000 -5.452 -0.011 -0.002 0.011
H 4.232 1.547 -3.548 -0.006 -0.001 0.004
H 2.430 1.140 -1.934 -0.010 0.009 -0.017
H -1.007 -2.997 -0.285 0.023 -0.004 -0.004
H -2.855 -4.464 -0.949 0.014 0.008 -0.023
H -3.695 -4.430 -3.282 0.008 0.015 0.001
H -2.679 -2.889 -4.928 -0.002 -0.009 0.005
H -0.886 -1.336 -4.231 0.019 -0.019 -0.022
Cl -3.721 -2.828 1.509 -0.021 -0.017 0.031
C -2.984 -1.321 1.001 0.007 0.045 0.059
Cl -1.393 -1.113 1.808 0.122 0.053 -0.150
H -3.590 -0.482 1.310 -0.037 0.029 0.009
H -2.810 -1.334 -0.068 -0.020 0.001 -0.014
```
Positions in Å, forces in eV/Å.

Values from the calculation:
energy above the lowest of the compared OMol25 structures with the same formula, charge and spin = 2.204 eV
lowest unoccupied orbital energy = -0.0383 Ha
E = -140739.081 eV
maximum force = 0.667 eV Å⁻¹
total charge = 0
gap between HOMO and LUMO = 5.990 eV

[2]
An isolated ion of composition C9H10O3P and charge -1, computed with wB97M-V/def2-TZVPD.

The geometry in XYZ format:
```
23
Properties=species:S:1:pos:R:3:forces:R:3
C -3.625 0.460 -0.318 1.485 -1.658 0.433
C -2.922 -0.788 -0.013 -3.879 0.714 -0.106
C -2.817 1.555 -0.287 -0.335 0.912 -0.044
C -1.611 -0.855 0.319 1.219 -2.666 0.726
C -1.446 1.451 0.006 0.193 2.324 -0.358
C -0.753 0.264 0.277 -1.769 0.623 -1.218
C 0.668 0.179 0.225 2.221 0.458 1.931
C 1.416 -0.941 0.086 0.099 2.037 0.707
C 2.828 -0.831 0.169 0.418 2.209 -1.900
O 3.404 2.022 -0.105 -1.461 1.327 -0.869
O 5.283 0.272 -0.323 0.406 -1.695 -0.302
O 3.534 -1.909 -0.078 0.044 -1.437 -0.073
P 3.905 0.645 0.108 -0.100 1.330 2.046
H -4.689 0.614 -0.524 0.398 -0.738 0.042
H -3.608 -1.665 0.055 1.011 0.431 -0.056
H -3.301 2.534 -0.532 0.885 -0.718 0.372
H -1.228 -1.913 0.649 -0.464 2.211 -0.793
H -0.993 2.475 -0.070 0.447 -1.436 0.222
H 1.348 1.046 0.515 -1.459 -0.530 -0.826
H 1.094 -1.907 -0.087 -1.172 -1.896 -0.470
H 3.237 0.370 -1.418 -0.260 -0.675 0.307
H 4.353 -1.459 -0.342 1.657 -0.496 -0.081
H 3.954 0.821 1.545 0.416 -0.631 0.310
```
Positions in Å, forces in eV/Å.

Values from the calculation:
energy above the lowest of the compared OMol25 structures with the same formula, charge and spin = 3.355 eV
lowest unoccupied orbital energy (spin up / spin down) = 0.0943 / 0.0928 Ha
E = -24924.499 eV
maximum force = 3.946 eV Å⁻¹
total charge = -1
gap between HOMO and LUMO (spin up / spin down) = 6.641 / 6.005 eV

[3]
C24H42MoO2P2 as an isolated structure, computed with wB97M-V/def2-TZVPD.

The geometry in XYZ format:
```
71
Properties=species:S:1:pos:R:3:forces:R:3
Mo 1.726 -0.667 -0.066 0.825 -1.870 2.429
C 3.504 -1.510 -1.359 0.613 0.297 0.649
C 3.433 -0.065 -1.354 -0.036 0.183 0.662
C 3.959 -0.804 0.808 0.218 1.351 -0.993
C 3.888 -1.950 -0.047 -0.572 0.411 -1.015
C 3.685 0.374 0.008 1.042 -1.163 -0.292
C 3.390 -2.378 -2.559 -0.244 -0.410 -0.304
H 2.713 -1.951 -3.307 0.187 -0.070 0.103
H 3.008 -3.369 -2.282 0.125 0.200 -0.134
H 4.367 -2.528 -3.041 -0.186 0.117 0.175
C 4.252 -3.335 0.327 -0.228 -0.485 0.232
H 4.282 -3.989 -0.551 0.041 0.150 0.229
H 3.515 -3.734 1.039 0.186 0.015 -0.101
H 5.237 -3.356 0.816 -0.244 0.105 -0.155
C 4.420 -0.795 2.214 -0.515 -0.192 0.559
H 5.508 -0.914 2.284 -0.125 0.055 -0.267
H 3.949 -1.614 2.765 0.185 0.189 -0.035
H 4.139 0.139 2.705 0.113 -0.157 0.016
C 3.710 1.775 0.498 -0.231 0.442 0.355
H 4.731 2.177 0.529 -0.172 -0.127 -0.058
H 3.301 1.820 1.514 0.176 0.129 -0.159
H 3.103 2.429 -0.135 0.179 -0.011 0.055
C 3.259 0.810 -2.548 -0.183 0.216 -0.283
H 4.230 1.138 -2.941 -0.164 -0.091 0.103
H 2.678 1.706 -2.302 0.190 -0.089 -0.058
H 2.731 0.285 -3.352 0.154 0.088 0.126
C 0.007 -2.117 -0.070 -0.474 -1.114 -1.744
C 0.308 -1.790 -1.408 -0.720 -1.273 0.683
C -0.394 -0.749 -2.236 0.090 0.418 -0.396
C -0.690 0.559 -1.470 -0.002 -0.021 -1.003
C 0.319 0.985 -0.449 -0.320 0.979 1.282
C 0.247 0.653 0.934 -0.291 1.527 -0.656
C -0.731 -0.276 1.594 0.129 -0.436 0.668
C -1.093 -1.531 0.771 -0.434 -0.206 0.565
H -1.337 -1.147 -2.651 0.271 -0.095 0.207
H -1.683 0.462 -0.989 -0.004 0.027 0.238
H 0.217 -0.515 -3.129 -0.167 -0.066 0.442
H -2.000 -1.346 0.175 0.335 -0.117 -0.177
H 0.387 -3.083 0.288 0.191 0.442 0.041
H 0.831 -2.564 -1.975 0.014 0.256 0.186
H -1.370 -2.311 1.496 0.067 0.221 -0.231
H -0.270 -0.619 2.539 -0.098 0.228 -0.459
H 0.738 1.347 1.620 0.083 -0.214 -0.151
H -1.660 0.238 1.910 0.351 0.158 -0.385
H -0.806 1.361 -2.213 0.002 -0.147 0.244
H 0.820 1.936 -0.680 0.009 -0.455 0.137
P -3.815 0.538 -0.624 -3.963 1.063 0.695
C -4.969 -0.864 -0.379 1.077 -0.961 -0.213
C -4.540 1.357 -2.096 1.247 -0.194 -0.634
P -3.291 3.064 1.114 -0.847 0.468 0.363
C -4.404 1.610 0.751 1.011 -0.274 0.370
C -4.120 4.336 0.056 0.347 -0.124 -0.035
C -4.198 3.492 2.668 0.411 -0.048 0.039
H -4.831 -1.268 0.634 -0.069 0.027 -0.356
H -4.735 -1.635 -1.123 -0.322 -0.032 0.260
H -6.003 -0.518 -0.509 0.348 0.161 -0.016
H -5.634 1.376 -2.020 0.270 -0.112 0.248
H -4.245 0.752 -2.965 -0.256 0.298 -0.004
H -4.151 2.375 -2.224 -0.106 -0.340 0.024
H -5.252 3.710 2.458 0.214 -0.048 0.066
H -3.726 4.370 3.119 -0.161 -0.156 0.055
H -4.129 2.645 3.359 0.012 0.278 0.051
H -4.428 0.990 1.670 0.047 0.224 -0.506
H -5.436 1.952 0.535 0.393 -0.341 -0.244
H -3.671 5.301 0.324 -0.147 -0.139 -0.209
H -5.198 4.378 0.255 0.214 -0.012 -0.102
H -3.933 4.140 -1.005 -0.043 0.265 0.169
O 1.645 -3.629 2.094 -0.148 1.503 0.552
C 1.535 -2.824 3.057 0.098 -0.930 -0.239
O 1.557 -1.555 3.066 0.013 -0.066 -1.522
H 1.413 -3.280 4.064 -0.006 0.094 -0.144
```
Positions in Å, forces in eV/Å.

Values from the calculation:
lowest unoccupied orbital energy (spin up / spin down) = -0.2850 / -0.3570 Ha
E = -50078.132 eV
maximum force = 4.161 eV Å⁻¹
total charge = +2
gap between HOMO and LUMO (spin up / spin down) = 5.879 / 3.968 eV
multiplicity = 3

[4]
CFN4 as an isolated structure, computed with wB97M-V/def2-TZVPD.

The geometry in XYZ format:
```
6
Properties=species:S:1:pos:R:3:forces:R:3
C 0.878 0.395 -0.369 1.869 2.182 -1.929
N -0.242 0.941 -0.775 4.188 0.083 -0.254
N -0.643 -1.520 1.376 0.656 -0.483 0.134
N -1.071 0.150 -0.091 -5.897 1.698 -1.419
N -0.591 -0.690 0.596 -0.291 -3.483 3.442
F 2.027 1.033 -0.922 -0.526 0.003 0.026
```
Positions in Å, forces in eV/Å.

Values from the calculation:
energy above the lowest of the compared OMol25 structures with the same formula, charge and spin = 4.486 eV
lowest unoccupied orbital energy = 0.1840 Ha
E = -9710.726 eV
maximum force = 6.298 eV Å⁻¹
total charge = -1
gap between HOMO and LUMO = 8.259 eV

Question: Which formula does entry 3 have?
Answer: C24H42MoO2P2